12
Properties=species:S:1:pos:R:3:mulliken_charge:R:1 method="wB97M-V/def2-TZVPD" gap_ev=10.26 e_lumo_ev=0.4 smiles="N#C[C@H]1CN=CN1" total_charge=0
H -0.26 -1.86 -0.10 0.3450
C -1.02 0.95 0.51 -0.0686
H 1.29 -0.06 -1.46 0.3322
N 1.79 -1.27 1.52 -0.4568
C -0.60 -0.93 -0.53 -0.5576
H -1.12 -1.15 -1.48 0.3041
N -1.49 -0.22 0.40 -0.4403
C 0.64 -0.01 -0.57 0.0150
H 0.73 1.98 -0.07 0.2937
C 1.44 -0.44 0.79 0.2507
H -1.37 1.69 1.23 0.3641
N 0.06 1.27 -0.33 -0.3815